Entry 1:
9
Properties=species:S:1:pos:R:3 method="wB97M-V/def2-TZVPD" smiles="O=c1cnnc(Cl)o1" energy_ha=-835.05042 homo_energy_ha=-0.3884 relative_energy_ev=0.791 total_charge=0 fmax_ev_per_a=2.01
Cl -3.04965 -0.58110 -0.01810
O 1.69995 -1.64186 0.01448
O -0.48658 -1.14649 0.07234
N -1.12427 1.09750 0.13399
N 0.18451 1.55417 -0.00659
C -1.37614 -0.14399 -0.02829
C 1.12028 0.65283 -0.05560
C 0.85870 -0.79007 0.02602
H 2.17319 0.99900 -0.13824

=====

Entry 2:
8
Properties=species:S:1:pos:R:3 method="wB97M-V/def2-TZVPD" energy_ha=-1980.67914 homo_energy_ha="-0.5584 / -0.5698" relative_energy_ev=0.000 total_charge=+1 fmax_ev_per_a=6.87 multiplicity=2
Cu -0.02516 2.15797 -0.33221
O 0.17146 -0.69935 0.30968
O -3.15836 -0.02904 -0.03026
O 2.03482 -0.36949 -0.83493
C 1.47071 -0.44157 0.22857
C -0.70136 0.31817 -0.16099
C -1.99647 0.07027 -0.07786
H 2.20436 -1.00696 0.89799

=====

Entry 3:
8
Properties=species:S:1:pos:R:3 method="wB97M-V/def2-TZVPD" energy_ha=-1050.58599 homo_energy_ha="-0.4353 / -0.4370" relative_energy_ev=1.284 total_charge=+1 fmax_ev_per_a=2.39 multiplicity=8
Eu -0.18346 -1.04281 2.39339
O -0.14602 0.19861 -0.85260
O 0.14487 2.90008 1.21047
O 0.93543 -1.72877 -1.05016
C -0.06645 -1.08103 -1.19786
C 0.05917 0.51545 0.51583
C 0.10627 1.79998 0.82340
H -0.84981 -1.56152 -1.84247

=====

Entry 4:
7
Properties=species:S:1:pos:R:3 method="wB97M-V/def2-TZVPD" energy_ha=-369.19515 homo_energy_ha=-0.3142 relative_energy_ev=4.608 total_charge=0 fmax_ev_per_a=3.24
F 0.40332 1.29938 -1.43447
F -1.00207 -1.40066 -2.14254
N 0.21865 0.26156 0.59263
C 0.36553 0.35724 1.73602
C -0.62465 -1.05468 -0.89751
C -0.04644 0.13568 -0.70007
H 0.68567 0.40147 2.84594